Formula: C32H60O30
Source: the Open Molecules 2025 dataset
Level of theory: ωB97M-V/def2-TZVPD

Computed properties:
- energy above the lowest of the compared OMol25 structures with the same formula, charge and spin (eV) = 0.0000
- F_max (eV Å⁻¹) = 6.9
- multiplicity = 1
- HOMO level (eV) = -10.419
- SMILES = C[C@H]1COC(=O)O1.C[C@H]1COC(=O)O1.COC(=O)OC.COC(=O)OC.COC(=O)OC.COC(=O)OC.COC(=O)OC.COC(=O)OC.COC(=O)OC.COC(=O)OC
- electronic energy (Eh) = -3512.3768
- Kohn-Sham gap (eV) = 10.56

CARTESIAN COORDINATES (ANGSTROEM)
1 H -3.3721 2.9650 2.5480
2 O 4.8070 -1.0485 -1.1296
3 H 3.5177 -7.1957 6.9604
4 H 4.3696 2.4650 1.1497
5 C -0.4782 -1.9288 -3.5920
6 H -6.1167 0.4138 -2.7095
7 H -5.7668 -0.6324 -4.0553
8 H 2.1322 -5.0652 1.4837
9 H 1.3024 -2.2720 4.2301
10 C -0.4673 3.2741 3.8281
11 O -4.3709 2.7158 -5.3957
12 O 2.4211 -0.1749 -4.4180
13 C -0.4775 -0.4828 0.0345
14 C 1.4889 -1.4565 0.5335
15 O 3.4478 4.6043 -1.2622
16 C -2.2766 0.9618 -0.8431
17 H 5.8684 -1.3372 -2.9037
18 C 0.5365 3.1777 -2.6919
19 O -5.6368 3.4265 -0.8548
20 H -1.6043 1.5246 6.3934
21 O 0.4595 3.9318 4.2448
22 H -2.5205 3.6352 -5.0621
23 C -0.4053 4.1375 1.5658
24 C 1.2613 -0.6382 -4.2614
25 C 2.6268 -4.5833 2.3271
26 C -4.2378 3.4662 2.1150
27 C -1.0051 -0.6267 -4.3323
28 H 5.9728 1.8246 1.3620
29 O -1.1137 -1.5532 -0.0113
30 C 2.1635 0.5550 4.2822
31 H 5.4184 2.6889 -0.1752
32 O 0.9209 -1.8608 -3.7387
33 H 0.6784 -9.3092 -0.6411
34 H 3.5655 -5.5027 7.3530
35 H -0.2624 -1.6321 4.1683
36 C 2.4039 5.1230 -0.6345
37 O 4.7284 0.6945 0.1424
38 C 3.2213 2.5595 3.6301
39 O 2.2361 1.5847 3.4425
40 C -6.3236 0.2597 -3.7686
41 H 2.9122 3.5263 3.2329
42 O 3.3491 -6.2170 5.3199
43 H 3.4879 -3.9435 2.1341
44 H 1.4171 2.5891 -0.5923
45 H -0.7546 -9.8033 0.0856
46 H -3.0645 3.8151 -6.6903
47 H 0.6506 2.1520 -3.0427
48 H -0.6762 2.9991 6.5209
49 H 2.0465 -6.3725 6.8499
50 C -1.9767 -0.8288 -5.4790
51 H -2.3084 0.1631 -5.7861
52 H 0.7882 -1.1296 5.5436
53 C 5.5178 -0.0482 -0.7103
54 O -4.4941 3.0895 0.8024
55 H -2.4889 2.2567 -6.1202
56 C -3.0840 3.1274 -5.8448
57 H -2.3657 2.0011 -1.1594
58 H 4.3478 -2.3085 -2.7297
59 O -0.8485 -7.9440 -0.8095
60 O -1.2136 2.4064 4.5412
61 O 1.2111 -0.2016 3.8344
62 H -0.4450 3.2578 -2.2247
63 C -1.3795 -4.4716 -0.7508
64 H 0.0709 1.5824 5.9557
65 O 2.9798 -5.4965 3.3182
66 H -0.9974 -3.7765 -1.4984
67 H -1.2668 0.1278 -3.5905
68 C -0.8639 2.1378 5.8797
69 O -0.8233 3.2368 2.5830
70 H 3.4943 2.6425 -1.4191
71 O 1.3467 4.4787 -0.8756
72 C -0.1587 -8.9044 -0.0723
73 C -4.6112 1.9247 -4.2900
74 C 2.9660 -5.1206 4.6394
75 O 2.6351 -4.0442 5.1467
76 C -6.4258 3.9400 -1.9245
77 H 3.2259 3.5406 -2.9947
78 O -4.9721 5.3078 0.1976
79 O -5.7891 1.3850 -4.5378
80 H 4.1768 2.2873 3.1818
81 O 0.6949 -0.3580 0.3534
82 H -2.3454 -4.0589 -0.4595
83 H -1.5455 -1.3777 -6.3162
84 H -3.0494 0.9278 -0.0752
85 H -7.4001 0.0986 -3.7117
86 C -0.3841 -6.6118 -0.7814
87 H 2.5194 -1.1104 0.6126
88 H 3.3328 2.6859 4.7070
89 H 5.7308 -2.7982 -1.8295
90 O 6.6827 0.2774 -0.8772
91 H -0.9098 3.8497 0.6434
92 H -0.8423 -2.8109 -4.1188
93 O 0.1674 -0.0610 -4.8357
94 H -7.4379 3.7320 -1.5773
95 C 2.9923 3.4623 -1.9329
96 H -5.1204 3.2919 2.7305
97 C 5.2341 -1.9153 -2.2317
98 H -6.2689 3.5936 -2.9460
99 O -3.9656 1.7375 -3.2579
100 C 1.5741 3.2429 -1.4502
101 H 0.8339 3.9409 -3.4111
102 C 5.1894 1.9797 0.6201
103 H 0.6365 4.1296 1.2453
104 H -0.7471 -4.3660 0.1306
105 H -0.5655 5.1595 1.9092
106 H -4.0699 4.5310 2.2768
107 O -1.4533 -5.8239 -1.1247
108 H 0.1535 -8.6813 0.9480
109 H -2.8664 -1.2956 -5.0564
110 O 2.8151 0.4890 5.2785
111 H 1.0963 -2.0386 1.3673
112 C -5.0250 4.0634 0.0479
113 H -6.3805 5.0290 -1.9103
114 O 2.4648 5.9963 0.1509
115 O 0.7218 -6.3548 -0.2257
116 H -2.3516 0.2290 -1.6465
117 O -1.0001 0.7812 -0.1657
118 H -0.8679 -2.0086 -2.5772
119 H 1.3577 -1.9466 -0.4312
120 C 3.1121 -6.2253 6.6743
121 C 0.7479 -1.3677 4.4807
122 H 1.8104 -4.0707 2.8360